Density functional theory data (ωB97M-V/def2-TZVPD) for a structure of composition C33H28BrCsN7O2S.

Summary:
Highest occupied orbital energy ... -4.996 eV
F_max ... 0.0231 Eh/bohr
LUMO ... 1.69 eV
Total charge ... -1

Last column: Mulliken charge in e.
Geometry (Å):
Cs1 -0.137 -0.786 -0.379  1.061
O1 1.385 -4.603 1.394  -0.802
C1 1.276 -4.748 2.719  0.457
C2 1.769 -5.906 3.328  -0.659
C3 1.672 -6.075 4.697  -0.278
C4 1.091 -5.095 5.492  -0.817
C5 0.605 -3.946 4.885  -0.262
C6 0.678 -3.756 3.512  0.193
C7 0.123 -2.485 2.871  -0.355
O2 0.523 -2.292 1.589  -0.581
N1 -1.347 -2.576 3.016  0.125
N2 -2.061 -1.571 2.530  -0.469
C8 -3.323 -1.701 2.389  -0.448
C9 -4.173 -0.627 1.893  0.685
Br1 -3.295 0.957 1.357  -0.077
C10 -5.504 -0.766 1.841  -0.815
C11 -6.544 0.160 1.374  0.452
C12 -7.724 0.258 2.116  -0.459
C13 -8.753 1.093 1.712  -0.500
C14 -8.625 1.836 0.548  -0.390
C15 -7.467 1.732 -0.207  -0.604
C16 -6.434 0.901 0.197  -0.381
H1 1.053 -3.633 1.226  0.347
H2 2.226 -6.661 2.703  0.407
H3 2.059 -6.981 5.149  0.359
H4 1.021 -5.222 6.565  0.371
H5 0.151 -3.165 5.486  0.398
H6 0.408 -1.625 3.509  0.157
H7 -1.770 -3.499 3.051  0.423
H8 -3.845 -2.632 2.634  0.231
H9 -5.879 -1.708 2.235  0.322
H10 -7.824 -0.326 3.023  0.376
H11 -9.655 1.161 2.307  0.354
H12 -9.428 2.487 0.225  0.361
H13 -7.367 2.297 -1.125  0.368
H14 -5.542 0.816 -0.405  0.486
C17 4.122 3.335 -0.389  -1.941
C18 3.102 2.252 -0.176  0.773
N3 1.839 2.435 -0.158  -0.211
N4 1.394 3.714 -0.270  -0.161
C19 0.082 3.999 -0.498  0.250
N5 -0.177 5.345 -0.399  -0.485
S1 -1.075 2.912 -0.919  -0.320
C20 3.549 0.850 0.028  0.750
C21 4.543 0.314 -0.785  -0.650
C22 4.857 -1.029 -0.648  -0.574
C23 4.193 -1.765 0.317  -0.546
C24 3.242 -1.129 1.107  -0.045
N6 2.913 0.152 0.969  -0.412
H15 3.905 3.919 -1.288  0.452
H16 5.121 2.920 -0.486  0.422
H17 4.142 4.022 0.463  0.431
H18 2.058 4.479 -0.255  0.346
H19 0.340 5.872 0.288  0.206
H20 -1.154 5.576 -0.473  0.270
H21 5.019 0.915 -1.546  0.278
H22 5.590 -1.489 -1.297  0.435
H23 4.380 -2.821 0.459  0.446
H24 2.683 -1.681 1.847  0.234
N7 7.196 1.123 -5.997  -0.591
C25 6.190 0.715 -5.611  0.080
C26 4.945 0.217 -5.121  0.527
C27 4.501 -1.059 -5.470  -0.492
C28 3.297 -1.529 -4.988  -0.688
C29 2.496 -0.752 -4.133  0.660
C30 2.962 0.538 -3.796  -0.422
C31 4.158 1.017 -4.282  -0.540
C32 1.259 -1.217 -3.631  0.134
C33 0.154 -1.531 -3.177  -1.639
H25 5.104 -1.676 -6.123  0.451
H26 2.953 -2.517 -5.262  0.459
H27 2.345 1.152 -3.151  0.590
H28 4.496 2.013 -4.022  0.486